1.
Molecular formula: C10H15NO
Method: DFT, wB97M-V/def2-TZVPD

gap between HOMO and LUMO (alpha / beta) = 3.14 / 7.25 eV
energy above the lowest of the compared OMol25 structures with the same formula, charge and spin = 8.0 kJ/mol
net charge = -1
F_max = 3.1 eV/Å
multiplicity = 2

Each atom is followed by the atoms it is bonded to, with distances in Å.
Cartesian coordinates (Å):
1 O 2.523 3.790 0.866  C11 1.214
2 N 0.584 2.610 0.581  C11 1.354, H24 1.012, H26 1.013
3 C -1.554 -2.325 1.884  C5 1.418, C7 1.399, H13 1.084
4 C -1.128 -1.605 -0.439  C5 1.395, C6 1.373, C8 1.524
5 C -1.161 -2.591 0.548  C3 1.418, C4 1.395, H17 1.087
6 C -1.511 -0.301 -0.245  C4 1.373, C12 1.488, H21 1.085
7 C -1.938 -0.993 2.075  C3 1.399, C12 1.380, H27 1.124
8 C -0.888 -2.036 -1.881  C4 1.524, H15 1.107, H18 1.085, H25 1.086
9 C 2.577 2.019 -0.761  C10 1.514, C11 1.579, H14 1.066, H16 1.084
10 C 1.971 0.633 -0.841  C9 1.514, H20 1.109, H22 1.090, H23 1.091
11 C 1.899 2.866 0.387  O1 1.214, N2 1.354, C9 1.579
12 C -1.998 0.007 1.126  C6 1.488, C7 1.380, H19 1.072
13 H -1.640 -3.109 2.628  C3 1.084
14 H 3.612 1.946 -0.517  C9 1.066
15 H 0.084 -1.617 -2.206  C8 1.107
16 H 2.452 2.543 -1.702  C9 1.084
17 H -0.937 -3.602 0.218  C5 1.087
18 H -1.491 -1.585 -2.663  C8 1.085
19 H -2.493 0.946 1.272  C12 1.072
20 H 1.626 0.238 0.136  C10 1.109
21 H -1.319 0.516 -0.932  C6 1.085
22 H 2.613 -0.119 -1.300  C10 1.090
23 H 0.998 0.717 -1.327  C10 1.091
24 H 0.081 1.747 0.419  N2 1.012
25 H -0.935 -3.117 -1.799  C8 1.086
26 H 0.229 3.174 1.345  N2 1.013
27 H -2.256 -0.752 3.126  C7 1.124



2.
Molecular formula: C16H21FN4OS
Method: DFT, wB97M-V/def2-TZVPD

structure (SMILES) = CCCCC1(F)CN(C(=O)c2sc3nnc(C)c(C)c3c2N)C1
gap between HOMO and LUMO = 7.26 eV
energy above the lowest of the compared OMol25 structures with the same formula, charge and spin = 241.0 kJ/mol
F_max = 5.0 eV/Å

Each atom is followed by the atoms it is bonded to, with distances in Å.
Cartesian coordinates (Å):
1 S -0.653 -0.978 2.256  C16 1.706, C18 1.763
2 F 3.806 -3.271 0.414  C21 1.379
3 O 2.549 1.119 1.909  C22 1.235
4 N 0.178 2.680 1.520  C23 1.354, H25 1.047, H41 0.994
5 N -3.315 -0.673 2.321  N6 1.389, C18 1.354
6 N -4.443 0.136 2.275  N5 1.389, C15 1.368
7 N 2.314 -0.806 0.874  C14 1.413, C17 1.386, C22 1.369
8 C -3.060 3.536 1.382  C10 1.501, H29 1.104, H38 1.125, H40 1.125
9 C 1.157 -2.063 -4.581  C13 1.493, H33 1.129, H39 1.135, H44 1.096
10 C -3.117 2.123 1.888  C8 1.501, C15 1.426, C19 1.444
11 C 2.476 -1.322 -2.603  C12 1.550, C13 1.577, H28 1.140, H34 1.091
12 C 3.379 -2.308 -1.819  C11 1.550, C21 1.586, H27 1.112, H31 1.107
13 C 1.119 -1.961 -3.091  C9 1.493, C11 1.577, H24 1.134, H26 1.113
14 C 1.747 -1.973 0.315  N7 1.413, C21 1.598, H35 1.066, H37 1.089
15 C -4.382 1.481 2.034  N6 1.368, C10 1.426, C20 1.563
16 C 0.316 0.366 1.847  S1 1.706, C22 1.475, C23 1.401
17 C 3.591 -0.868 0.339  N7 1.386, C21 1.505, H32 1.163, H43 1.125
18 C -2.132 -0.018 2.268  S1 1.763, N5 1.354, C19 1.382
19 C -1.921 1.329 2.042  C10 1.444, C18 1.382, C23 1.497
20 C -5.773 2.083 1.653  C15 1.563, H30 1.117, H36 1.096, H42 1.061
21 C 3.226 -2.207 -0.243  F2 1.379, C12 1.586, C14 1.598, C17 1.505
22 C 1.751 0.258 1.524  O3 1.235, N7 1.369, C16 1.475
23 C -0.445 1.541 1.904  N4 1.354, C16 1.401, C19 1.497
24 H 0.300 -1.226 -2.818  C13 1.134
25 H 1.203 2.731 1.723  N4 1.047
26 H 0.956 -2.887 -2.494  C13 1.113
27 H 4.457 -2.126 -2.020  C12 1.112
28 H 2.429 -0.324 -2.054  C11 1.140
29 H -2.605 3.617 0.380  C8 1.104
30 H -5.748 2.401 0.583  C20 1.117
31 H 3.017 -3.286 -2.190  C12 1.107
32 H 3.787 -0.045 -0.460  C17 1.163
33 H 1.670 -1.228 -5.141  C9 1.129
34 H 3.066 -1.075 -3.487  C11 1.091
35 H 1.001 -1.773 -0.420  C14 1.066
36 H -6.062 2.870 2.361  C20 1.096
37 H 1.362 -2.731 0.995  C14 1.089
38 H -2.433 4.066 2.151  C8 1.125
39 H 1.721 -3.025 -4.789  C9 1.135
40 H -4.086 3.993 1.441  C8 1.125
41 H -0.345 3.513 1.666  N4 0.994
42 H -6.534 1.381 1.883  C20 1.061
43 H 4.359 -0.859 1.161  C17 1.125
44 H 0.116 -2.191 -4.899  C9 1.096



Look up the energy above the lowest of the compared OMol25 structures with the same formula, charge and spin of the second one.
241.0 kJ/mol



What did the second record say?
Molecular formula: C16H21FN4OS
Method: DFT, wB97M-V/def2-TZVPD

structure (SMILES) = CCCCC1(F)CN(C(=O)c2sc3nnc(C)c(C)c3c2N)C1
gap between HOMO and LUMO = 7.26 eV
energy above the lowest of the compared OMol25 structures with the same formula, charge and spin = 241.0 kJ/mol
F_max = 5.0 eV/Å

Each atom is followed by the atoms it is bonded to, with distances in Å.
Cartesian coordinates (Å):
1 S -0.653 -0.978 2.256  C16 1.706, C18 1.763
2 F 3.806 -3.271 0.414  C21 1.379
3 O 2.549 1.119 1.909  C22 1.235
4 N 0.178 2.680 1.520  C23 1.354, H25 1.047, H41 0.994
5 N -3.315 -0.673 2.321  N6 1.389, C18 1.354
6 N -4.443 0.136 2.275  N5 1.389, C15 1.368
7 N 2.314 -0.806 0.874  C14 1.413, C17 1.386, C22 1.369
8 C -3.060 3.536 1.382  C10 1.501, H29 1.104, H38 1.125, H40 1.125
9 C 1.157 -2.063 -4.581  C13 1.493, H33 1.129, H39 1.135, H44 1.096
10 C -3.117 2.123 1.888  C8 1.501, C15 1.426, C19 1.444
11 C 2.476 -1.322 -2.603  C12 1.550, C13 1.577, H28 1.140, H34 1.091
12 C 3.379 -2.308 -1.819  C11 1.550, C21 1.586, H27 1.112, H31 1.107
13 C 1.119 -1.961 -3.091  C9 1.493, C11 1.577, H24 1.134, H26 1.113
14 C 1.747 -1.973 0.315  N7 1.413, C21 1.598, H35 1.066, H37 1.089
15 C -4.382 1.481 2.034  N6 1.368, C10 1.426, C20 1.563
16 C 0.316 0.366 1.847  S1 1.706, C22 1.475, C23 1.401
17 C 3.591 -0.868 0.339  N7 1.386, C21 1.505, H32 1.163, H43 1.125
18 C -2.132 -0.018 2.268  S1 1.763, N5 1.354, C19 1.382
19 C -1.921 1.329 2.042  C10 1.444, C18 1.382, C23 1.497
20 C -5.773 2.083 1.653  C15 1.563, H30 1.117, H36 1.096, H42 1.061
21 C 3.226 -2.207 -0.243  F2 1.379, C12 1.586, C14 1.598, C17 1.505
22 C 1.751 0.258 1.524  O3 1.235, N7 1.369, C16 1.475
23 C -0.445 1.541 1.904  N4 1.354, C16 1.401, C19 1.497
24 H 0.300 -1.226 -2.818  C13 1.134
25 H 1.203 2.731 1.723  N4 1.047
26 H 0.956 -2.887 -2.494  C13 1.113
27 H 4.457 -2.126 -2.020  C12 1.112
28 H 2.429 -0.324 -2.054  C11 1.140
29 H -2.605 3.617 0.380  C8 1.104
30 H -5.748 2.401 0.583  C20 1.117
31 H 3.017 -3.286 -2.190  C12 1.107
32 H 3.787 -0.045 -0.460  C17 1.163
33 H 1.670 -1.228 -5.141  C9 1.129
34 H 3.066 -1.075 -3.487  C11 1.091
35 H 1.001 -1.773 -0.420  C14 1.066
36 H -6.062 2.870 2.361  C20 1.096
37 H 1.362 -2.731 0.995  C14 1.089
38 H -2.433 4.066 2.151  C8 1.125
39 H 1.721 -3.025 -4.789  C9 1.135
40 H -4.086 3.993 1.441  C8 1.125
41 H -0.345 3.513 1.666  N4 0.994
42 H -6.534 1.381 1.883  C20 1.061
43 H 4.359 -0.859 1.161  C17 1.125
44 H 0.116 -2.191 -4.899  C9 1.096